No. 1
{"formula": "C4H9NO", "method": "wB97M-V/def2-TZVPD", "symbols": ["N", "H", "O", "C", "H", "C", "C", "H", "H", "H", "H", "C", "H", "H", "H"], "xyz": [[2.76399, -0.47799, -0.25380], [-2.83743, -0.09435, 1.39075], [1.63643, 1.53633, 0.21905], [1.56315, 0.31749, 0.16385], [-3.21827, 0.79944, -0.88032], [0.25368, -0.39462, 0.48732], [-2.34118, -0.03722, -0.04580], [-0.63092, 0.85096, -1.50086], [0.20812, -0.68500, 1.67645], [2.84644, -1.44610, -0.05353], [-2.14984, -1.47104, -0.54100], [-0.95343, 0.64027, -0.22044], [-0.88176, 1.87472, 0.36305], [3.59706, 0.06286, -0.59801], [0.14398, -1.47576, -0.20672]], "atomic_forces_ev_per_a": [[-1.9, 3.2, 0.2], [1.6, 0.2, -4.7], [0.2, -1.6, -0.2], [2.8, -0.2, -0.4], [2.4, -3.2, 2.8], [-1.4, -1.6, -1.6], [-1.7, -0.5, -0.5], [-1.0, -0.9, 4.2], [-0.3, 1.0, -3.1], [0.0, -0.5, 0.0], [-1.1, 4.5, 1.5], [1.7, 1.5, 0.7], [-0.3, -4.2, -1.9], [-1.5, -0.9, 0.9], [0.4, 3.1, 2.3]], "e_above_lowest_ev": 7.864, "lumo_energy_ev": 0.59, "e_tot_ha": -287.54345}



No. 2
{"formula": "C7H18ClEuIO2PS", "method": "wB97M-V/def2-TZVPD", "symbols": ["O", "Eu", "C", "H", "P", "H", "H", "O", "H", "H", "S", "H", "H", "C", "Cl", "C", "H", "H", "H", "H", "H", "H", "C", "H", "I", "H", "H", "C", "C", "H", "H", "C"], "xyz": [[-0.29586, 2.09610, -3.62379], [-0.04860, -1.74269, 1.51412], [0.06508, 2.14212, -2.46678], [1.54177, 0.81836, -1.75929], [-0.88116, -1.30954, -1.45892], [3.34866, 1.60900, 4.41374], [3.29463, 1.15403, 2.66310], [1.00475, 0.03298, 2.38217], [-1.66202, -3.09729, 0.16315], [0.28027, -2.19747, -3.35670], [1.34889, 0.50983, 3.81558], [1.55193, 2.40098, -0.91268], [-1.63706, 0.06267, -3.34336], [-0.32106, -2.65873, -2.56529], [1.50201, -3.36813, 0.34890], [1.40218, 1.91178, -1.88422], [0.48482, 2.47831, 4.83681], [-2.65508, -1.41593, -3.11918], [2.16954, 2.23139, -2.59373], [-0.77472, 1.21203, 4.62517], [-1.19342, -3.15462, -3.00105], [0.30797, -3.35455, -2.00080], [0.06970, 1.73039, 4.15126], [-2.82312, -2.67675, -1.14152], [-1.23363, 2.62856, -0.83514], [-2.83688, 0.02033, -2.02417], [-2.63137, -1.54923, 0.24995], [-2.12919, -0.59093, -2.60417], [-2.10773, -2.25878, -0.42054], [-0.23759, 2.17719, 3.19806], [2.35582, 2.57586, 3.24653], [2.74048, 1.58274, 3.50279]], "atomic_forces_ev_per_a": [[0.8, 0.0, 3.1], [0.9, 0.1, -1.5], [-0.7, 0.2, -2.7], [-0.1, 0.4, 0.0], [-0.9, -1.3, -0.4], [0.0, 0.1, -0.2], [0.0, 0.0, 0.3], [-0.8, -1.1, -0.5], [-0.4, 0.0, -0.5], [-0.1, -0.2, 0.0], [0.2, 0.7, 0.2], [-0.2, -0.2, -0.5], [-0.2, -0.3, 0.3], [0.8, 0.2, 0.4], [-0.7, 0.8, 0.8], [1.4, -0.5, -0.2], [-0.2, -0.2, -0.1], [0.3, 0.3, 0.3], [0.0, 0.0, 0.0], [0.2, 0.2, -0.1], [0.1, 0.1, 0.1], [-0.2, 0.0, -0.3], [-0.1, -0.2, 0.2], [0.0, -0.1, 0.6], [-1.1, 0.1, 0.4], [0.1, -0.2, -0.3], [-0.2, -0.3, -0.2], [0.0, 1.0, 0.2], [0.3, 0.2, 0.4], [0.2, 0.0, 0.2], [0.2, -0.2, 0.0], [0.0, 0.3, 0.2]], "e_above_lowest_ev": 0.000, "multiplicity": 7, "total_charge": 2, "lumo_energy_ev": [-10.94, -7.85], "e_tot_ha": -2635.14414}



No. 3
{"formula": "C46H98O25S3", "method": "wB97M-V/def2-TZVPD", "symbols": ["H", "O", "S", "C", "H", "H", "C", "H", "O", "C", "H", "H", "H", "H", "H", "O", "H", "C", "H", "O", "C", "H", "C", "H", "C", "O", "H", "H", "C", "O", "H", "C", "H", "O", "O", "H", "C", "H", "C", "H", "C", "H", "H", "C", "C", "C", "O", "H", "O", "H", "C", "H", "H", "H", "H", "O", "O", "H", "H", "H", "H", "H", "O", "H", "C", "H", "H", "C", "C", "H", "H", "H", "H", "O", "C", "H", "H", "C", "O", "C", "H", "H", "H", "C", "H", "C", "H", "H", "C", "H", "H", "H", "C", "S", "O", "C", "H", "H", "O", "H", "O", "H", "O", "C", "H", "C", "H", "H", "O", "C", "C", "H", "H", "O", "H", "C", "H", "H", "H", "H", "H", "C", "C", "C", "H", "H", "H", "H", "C", "H", "O", "C", "S", "H", "H", "H", "H", "C", "H", "C", "H", "C", "H", "H", "H", "O", "H", "H", "H", "H", "H", "H", "H", "C", "C", "H", "H", "H", "H", "H", "C", "H", "C", "O", "O", "H", "H", "H", "C", "C", "H", "H"], "xyz": [[6.64927, -21.99472, -2.62239], [0.70390, -33.45266, 2.10456], [8.54768, -22.02773, -1.00711], [0.20118, -26.61326, 4.67359], [1.88046, -21.51911, -0.90754], [5.10841, -23.80261, 1.35017], [0.27463, -22.39839, 0.36153], [-1.43953, -36.39584, 9.11647], [5.24087, -19.21885, 6.16448], [6.51292, -23.71695, -0.33387], [-5.54051, -30.40209, 11.15825], [-3.40796, -24.57111, -2.87059], [4.33362, -31.41634, 3.49296], [-2.72691, -35.24185, 8.90366], [2.08743, -35.64815, 3.31542], [-7.29837, -21.02815, 3.72666], [-3.07556, -25.82451, -3.97336], [-0.40367, -26.27582, 6.91057], [-1.24011, -28.33903, 6.97519], [2.20103, -28.34911, 14.08419], [7.21528, -21.24098, -2.07504], [2.66137, -36.71794, 0.28147], [-2.60759, -25.24404, -3.17829], [-6.82528, -28.25166, 4.50088], [-1.64255, -35.35065, 8.88314], [-2.10322, -26.00872, -2.08202], [-3.88799, -21.92800, 5.28511], [-2.13516, -33.14624, 7.10628], [-0.31410, -27.79822, 6.77989], [2.03018, -34.78743, 0.34478], [-4.82825, -22.52160, 6.63296], [-0.90397, -34.33425, 9.73176], [-0.29340, -26.60247, 3.70231], [1.94112, -20.94950, 1.16033], [7.53307, -22.71721, 0.12759], [-0.03025, -29.09870, 11.84257], [-4.25968, -30.60176, 15.96940], [-1.04169, -29.64575, -1.46589], [1.98769, -28.19629, 11.71934], [6.57301, -24.90597, 1.46217], [-0.15205, -21.96408, 1.74954], [-0.42126, -22.78227, 2.41753], [6.79252, -33.06474, 4.33230], [1.24828, -21.26860, -0.05567], [-6.02025, -21.20823, 4.13565], [0.97009, -29.18095, 12.26759], [5.51928, -21.67903, 5.61326], [1.15503, -26.12741, 4.46813], [-4.11359, -29.89018, 12.55404], [-4.38446, -26.92676, 3.81050], [-4.30425, -28.97945, 2.84975], [-3.63170, -23.36645, 11.01382], [-0.14243, -28.68163, 4.71348], [1.67762, -21.81314, 3.01614], [-4.38750, -28.30514, 4.83576], [-0.45741, -35.25837, 0.73365], [-5.92385, -22.29424, 4.89897], [3.30025, -22.36638, 6.97183], [-5.05459, -31.34145, 16.06472], [-4.36503, -23.58302, 5.32520], [0.67868, -20.38454, -0.34217], [0.37477, -28.19128, 7.52759], [9.12765, -23.10207, -1.79372], [0.17036, -28.18828, 14.01021], [-3.26699, -23.93115, 12.98026], [-1.81169, -24.62147, -3.58701], [-0.42109, -33.29704, 6.82015], [6.15341, -19.90281, 3.63859], [-3.03081, -24.14052, 11.49112], [5.33545, -20.42658, 3.14390], [-0.00167, -23.39501, 12.44370], [7.13062, -20.30212, 3.36710], [1.37689, -36.39482, -0.89269], [-1.10318, -35.00975, 7.64359], [4.19498, -31.68078, 5.62530], [-4.54497, -29.65259, 16.42304], [5.32655, -23.39021, 6.58175], [5.83195, -24.42504, 0.82371], [-3.89272, -30.59394, 14.59090], [0.28340, -27.92471, 5.37214], [2.71815, -28.66788, 11.06198], [-5.24018, -27.89385, 1.08739], [5.99523, -18.82915, 3.53709], [-5.30397, -28.78221, 1.71576], [-7.21632, -18.97769, 3.67800], [5.42025, -22.33667, 6.84514], [-1.39288, -34.22655, 10.69998], [-3.74319, -24.84967, 13.32330], [-4.75538, -27.94979, 3.87322], [-3.27703, -28.79252, 2.53672], [0.44219, -25.80389, 7.41046], [5.44637, -32.79929, 7.07647], [-1.88535, -23.67103, 13.53891], [6.12474, -20.16311, 5.50697], [-0.57272, -25.83371, 5.58702], [1.23037, -36.02949, 2.76032], [5.36800, -25.31687, 0.40241], [4.52224, -30.89867, 6.31035], [-6.52616, -28.57252, 2.38478], [5.69209, -23.15112, -0.77453], [-1.22466, -27.65746, -3.40786], [-0.02492, -29.04111, -0.05954], [5.06343, -33.77988, 5.29885], [5.71256, -32.99309, 4.20325], [1.36533, -30.19360, 12.18741], [-0.36851, -28.87959, -1.08128], [-0.60314, -22.43553, -0.28364], [1.30559, -28.29193, 5.46370], [-6.00941, -30.06199, 13.87237], [-0.92037, -33.03263, 8.94634], [-4.77654, -30.11947, 13.72092], [2.40105, -26.51812, 13.13424], [6.34339, -22.33174, 7.42469], [9.31449, -21.03782, -0.24783], [0.80857, -23.34828, 0.38850], [4.62399, -32.96792, 6.38121], [-5.41699, -29.64255, 1.05610], [1.55041, -36.95489, 2.28145], [-3.27994, -25.10914, 11.05776], [0.04210, -32.52141, 8.96630], [0.75857, -29.82790, 14.33340], [-6.25982, -27.87891, 3.64683], [4.12405, -22.04772, 7.61052], [-1.07059, -23.24098, 12.29615], [7.67071, -20.56782, -2.80136], [3.74359, -27.62616, 13.01285], [5.41872, -33.45066, 3.25859], [-1.32249, -22.22211, 12.00193], [5.01466, -31.62625, 4.31771], [6.54706, -20.60224, -1.49746], [-1.63833, -23.93810, 11.18941], [2.65519, -27.56921, 12.99746], [0.72372, -34.73374, 1.43202], [-3.42818, -30.93709, 16.58929], [4.05326, -35.04327, -1.19602], [-1.89141, -23.00478, 14.40157], [-4.14129, -29.45902, 10.51921], [-1.21660, -33.56798, 7.51431], [5.74242, -30.82529, 4.44781], [-4.72210, -22.57792, 5.54961], [4.18319, -22.71665, 8.46909], [-7.69878, -19.78582, 3.12821], [-7.30852, -19.78589, 2.11046], [3.81342, -33.44088, 6.93563], [6.98205, -24.36765, -1.07185], [-1.05528, -27.67596, -1.11801], [-1.47808, -24.58503, 13.97113], [0.35525, -36.23682, 3.37617], [-8.78514, -19.76062, 3.21344], [0.57454, -28.75685, -1.61389], [3.67099, -36.43332, -2.00988], [4.02437, -21.01459, 7.94338], [0.10436, -34.66613, 9.97923], [-4.80172, -29.62901, 11.36952], [1.11600, -21.21090, 2.30200], [-4.30550, -30.01900, 3.17748], [-1.27904, -26.03170, 7.51244], [-3.96174, -23.11107, 13.16159], [-1.03153, -21.32979, 1.63867], [-6.48297, -26.82192, 3.50163], [3.17337, -35.57564, -1.55725], [-5.41180, -28.73338, 11.48679], [2.24100, -35.96543, -0.38569], [7.53648, -20.26801, 5.96688], [-5.05151, -20.46811, 3.86426], [2.62639, -35.21406, -2.42799], [-1.64703, -32.29417, 9.28510], [1.48183, -27.41206, 11.15613], [0.95293, -28.91053, 13.77775], [-1.46430, -27.18452, -2.28778], [3.13156, -31.80331, 5.41985], [0.76713, -20.33135, 2.84310]], "atomic_forces_ev_per_a": [[0.3, -0.2, 0.3], [0.4, -1.1, -1.3], [-2.0, -0.1, 0.8], [-0.3, 1.3, 0.6], [0.5, -0.1, 0.5], [0.3, -0.1, 0.0], [0.3, 0.4, -0.3], [0.3, 0.1, -0.1], [0.7, -0.9, -0.8], [0.1, 1.3, 0.2], [0.3, -0.3, -0.1], [0.2, -0.2, 0.8], [0.4, 0.0, -0.1], [-0.3, 0.3, 0.0], [-0.3, 0.3, 0.0], [0.8, -1.1, 1.0], [0.5, -0.5, 0.1], [-0.8, -0.7, 0.2], [-0.2, 0.3, -0.5], [0.4, -0.4, 0.6], [0.9, 0.4, 0.3], [0.2, -0.1, -0.1], [0.0, 0.1, -0.7], [-0.3, -0.4, -0.5], [0.6, 0.4, 0.3], [-0.2, -0.7, 0.7], [-0.4, 0.3, -0.3], [-0.5, -0.7, 0.1], [0.9, 0.1, 0.3], [-2.2, 1.4, 2.2], [-0.4, 0.1, 0.0], [-0.6, -0.1, 2.3], [-0.4, -0.3, 0.2], [0.5, 0.0, -0.1], [0.3, -0.1, -0.9], [0.2, -0.1, -0.1], [-0.6, -0.9, 0.7], [0.6, -0.4, 0.1], [0.2, 1.0, 0.2], [0.0, 0.5, 0.5], [0.7, 0.1, 0.5], [0.0, -0.1, -0.1], [0.0, 0.5, 0.0], [-1.3, -0.1, 1.0], [2.1, 2.4, -0.8], [0.3, -0.6, 0.7], [0.2, 1.8, -1.7], [0.4, 0.0, 0.4], [1.0, -0.4, 1.6], [0.6, -0.3, -0.7], [1.1, 0.9, -1.5], [0.1, 0.0, -0.7], [-0.5, -0.2, 0.4], [0.1, -0.1, -0.1], [-0.6, 0.1, 0.4], [2.0, 1.0, 1.0], [-1.4, 0.1, -0.6], [-0.2, 0.3, 0.2], [-0.2, 0.3, 0.3], [-0.5, -0.1, -0.2], [-0.2, 0.1, -0.2], [0.2, -0.1, 0.0], [-0.2, 1.4, 0.9], [-0.3, 0.1, 0.2], [-0.4, -0.9, -0.1], [0.1, -0.2, -0.1], [-0.1, 0.0, -0.1], [-0.4, -0.6, 1.9], [0.3, 0.8, -0.9], [0.1, -0.1, 0.3], [-0.1, -0.1, -0.5], [-0.1, 0.4, -0.2], [-0.6, 0.3, 0.6], [-0.9, 0.6, -2.0], [0.5, -0.8, 1.2], [-0.3, 0.2, -0.7], [0.1, -0.1, -0.4], [1.2, -0.8, -0.2], [0.7, 1.1, 0.2], [0.9, -2.4, -0.6], [0.0, 0.0, 0.1], [1.2, 0.1, -0.1], [0.4, -0.1, -0.1], [-0.5, 0.0, 0.1], [-0.2, 0.1, -0.1], [-0.6, -1.3, 1.0], [-0.1, 0.2, 0.2], [0.1, 0.1, 0.6], [0.3, -0.6, 0.7], [0.1, 0.1, -0.2], [0.4, -0.1, -0.2], [0.2, 0.2, 0.1], [0.4, -0.4, 0.3], [2.1, -0.5, 0.7], [-0.5, 1.4, -0.5], [0.0, 0.8, -1.4], [-0.6, 0.2, -0.2], [-1.0, 0.7, -0.3], [-1.1, -0.2, 2.0], [0.3, 0.2, -0.6], [-0.6, 0.7, 2.6], [-0.7, -0.1, 0.1], [0.7, -1.0, -1.0], [-2.0, -0.6, 1.5], [-0.3, -0.1, -0.5], [1.0, -0.6, -0.3], [0.2, -0.3, -0.2], [0.2, 0.3, 0.0], [3.2, 0.3, -0.3], [0.1, -0.1, -0.8], [-2.8, -0.7, -1.2], [-0.3, 0.1, 0.0], [0.0, 0.8, 0.1], [-1.3, -1.9, -1.6], [-0.1, -0.1, -0.2], [0.6, 0.6, -2.0], [0.0, -0.1, 0.1], [-0.2, 0.1, -0.3], [-0.2, 0.0, 0.3], [0.1, -0.1, 0.1], [0.3, 0.2, 0.2], [0.2, 0.2, -0.7], [0.9, -0.1, -0.1], [-1.3, 0.6, 0.3], [0.4, -0.2, 0.0], [0.0, -0.1, -0.2], [0.2, -0.4, 0.2], [0.6, 0.7, 0.8], [0.4, 0.2, 0.9], [0.2, -0.3, 0.4], [0.1, -1.1, 0.6], [-0.1, -0.6, -0.5], [-0.1, -2.2, 0.2], [0.3, -0.2, -0.6], [-0.5, 0.8, -0.2], [0.1, 0.5, -0.4], [0.4, -0.3, 0.5], [1.4, -0.2, 0.3], [0.0, 0.1, -0.5], [1.9, -0.3, 0.6], [-0.3, 0.1, 0.2], [1.2, -0.3, 0.2], [-0.4, 0.2, -0.1], [0.0, -0.2, -0.3], [0.0, -0.1, 0.2], [-1.4, 2.2, 0.2], [0.2, -0.2, -0.3], [0.1, 0.4, -0.1], [0.2, 0.0, -0.2], [-0.2, -0.5, -0.6], [-0.3, -0.7, 0.3], [-0.1, -0.1, -0.1], [0.0, -0.1, -0.4], [-2.0, 0.6, -0.3], [-1.3, -0.7, -0.7], [-0.4, 0.1, 0.3], [-0.1, 0.4, -0.3], [0.1, 0.0, -0.1], [0.2, 0.3, 0.3], [-0.5, 0.0, 0.0], [0.6, -1.2, 0.3], [0.1, 0.2, 0.0], [0.8, -0.8, -1.7], [-2.9, 0.5, -1.0], [-2.8, -1.6, 0.5], [0.1, 0.9, 0.5], [-0.2, -0.3, 0.0], [0.1, 0.0, -0.1], [-0.6, 0.5, -0.6], [0.7, 0.0, -2.8], [0.0, 0.7, 0.2], [0.4, 0.5, -0.3]], "lumo_energy_ev": -0.07, "e_tot_ha": -4886.72329}



No. 4
{"formula": "C9H15N2S", "method": "wB97M-V/def2-TZVPD", "symbols": ["H", "C", "H", "H", "H", "H", "N", "C", "H", "H", "H", "H", "H", "C", "H", "C", "H", "H", "C", "C", "C", "H", "C", "S", "H", "N", "C"], "xyz": [[-2.63829, 0.04901, 2.68962], [-0.86210, -0.17870, 1.37965], [-0.88415, 1.14876, -1.78268], [-0.15839, 0.36849, -3.12457], [-1.73078, 1.78066, -0.33983], [-0.57522, -2.35667, 1.24496], [0.52925, -0.79814, -0.75895], [-0.61123, 0.13124, -0.01298], [0.59060, -1.68438, -0.32660], [0.89806, 0.86232, 1.86531], [-0.75360, -1.56556, 2.95581], [-2.92475, -1.01895, 1.31326], [-2.70287, 0.78014, 0.99523], [-0.33025, -1.47234, 1.93424], [3.33533, -0.66185, -0.80037], [0.87737, 0.27125, -2.92940], [1.86406, 0.90538, -4.75440], [-0.32634, 1.97674, 2.13767], [1.39266, -0.26459, -1.70602], [-2.42594, -0.06606, 1.54425], [-0.12690, 0.92710, 2.16383], [0.75772, -1.68167, 2.19680], [2.76837, -0.26441, -1.56854], [3.44649, 0.40747, -3.02655], [-0.20999, 0.71419, 3.16851], [-1.09998, 1.07269, -0.73626], [1.90086, 0.61787, -3.72200]], "atomic_forces_ev_per_a": [[0.3, 0.2, -2.1], [-1.3, 1.3, 0.9], [-0.1, -0.1, 2.3], [-0.7, -0.3, -0.7], [0.4, -0.5, -0.3], [-0.3, 1.0, 1.3], [-5.1, 3.9, 3.0], [5.4, -4.1, -3.9], [0.5, -0.6, 0.4], [0.9, -0.1, 0.1], [-0.4, -0.4, -0.8], [0.1, 0.6, -0.6], [-1.3, 0.9, -0.4], [0.8, -2.8, 0.1], [1.0, -0.5, 1.3], [1.2, -0.4, 1.2], [-0.1, 0.4, -0.2], [-1.1, 0.7, -0.9], [0.5, 0.0, 0.0], [1.2, -1.7, 3.7], [0.7, 0.3, -1.3], [-0.9, 1.3, -0.9], [-1.9, 1.1, -2.6], [-0.4, -0.7, 0.7], [0.0, -0.8, 2.3], [-0.3, 1.0, -1.7], [0.8, 0.5, -1.0]], "e_above_lowest_ev": 1.334, "smiles": "CC(C)(C)C(=[NH2+])Nc1ccsc1", "total_charge": 1, "lumo_energy_ev": -3.73, "e_tot_ha": -859.32086}